The following is a DFT calculation (ωB97M-V/def2-TZVPD) of a cluster of 2 separate species, C33H34BF3O3 in total.

Element x y z (Å)
C: 4.939911 1.771089 -4.100541
C: 5.292527 0.936784 -2.978904
C: 6.480901 0.406362 -2.525488
C: 6.135202 -0.486068 -1.474293
C: 4.743039 -0.513208 -1.388065
B: 2.989983 0.402429 1.669523
C: 3.818179 -1.453836 -0.874471
C: 4.219624 -2.559507 -0.079307
C: 3.750653 -3.806162 -0.446421
C: 2.720025 -3.870588 -1.383203
C: 2.378292 -5.199402 -1.975357
F: 1.157287 -5.211129 -2.584002
F: 3.287236 -5.588434 -2.922658
F: 2.360245 -6.180287 -1.020039
C: 2.014957 -2.735548 -1.782701
C: 2.506940 -1.495763 -1.394355
O: 4.252923 0.329558 2.195725
C: 4.756926 1.690641 2.112314
C: 4.992313 2.105953 3.553792
C: 6.072356 1.651014 1.370092
C: 3.591518 2.491864 1.357263
C: 2.601948 3.213401 2.280313
C: 4.054461 3.436711 0.265804
O: 2.792778 1.425731 0.765824
O: 4.241774 0.423510 -2.266143
H: 5.845350 2.112891 -4.604853
H: 4.325442 1.191609 -4.805759
H: 4.366615 2.651109 -3.795115
H: 7.472321 0.612042 -2.920995
H: 6.802248 -1.109010 -0.886765
H: 4.881614 -2.360863 0.766803
H: 4.143968 -4.721812 -0.007055
H: 1.097073 -2.819203 -2.356925
H: 1.937189 -0.577372 -1.490036
H: 5.327348 3.148075 3.626054
H: 4.083135 1.942242 4.149918
H: 5.783564 1.464370 3.957319
H: 6.567350 2.630349 1.398757
H: 6.732040 0.932426 1.869350
H: 5.919155 1.336209 0.333368
H: 3.044413 4.063609 2.809040
H: 1.792525 3.592062 1.639604
H: 2.139022 2.522804 3.002700
H: 4.676268 4.225974 0.712197
H: 4.633867 2.929834 -0.517825
H: 3.189409 3.924154 -0.204826
C: 1.831190 -0.509778 2.090301
C: 1.301119 -1.806529 1.524992
C: 0.161218 -1.732190 0.710413
C: -0.515582 -2.885014 0.318028
C: -0.050194 -4.133403 0.738382
C: 1.069338 -4.220506 1.566450
C: 1.746366 -3.057234 1.958184
C: 2.294774 -0.648447 3.500222
C: 1.932810 0.211314 4.474299
C: 2.552793 0.203727 5.765200
C: 2.476523 1.355193 6.581677
C: 3.216924 1.435271 7.754486
C: 4.042090 0.358810 8.134541
C: 4.080934 -0.814765 7.366535
C: 3.318391 -0.903461 6.207800
H: 0.979643 0.186553 2.013222
H: -0.165212 -0.754141 0.346929
H: -1.399731 -2.796882 -0.317730
H: -0.594561 -5.038859 0.459209
H: 1.424007 -5.194520 1.925492
H: 2.643453 -3.148699 2.578661
H: 2.885879 -1.516086 3.736070
H: 1.162052 0.949715 4.275884
H: 1.848922 2.187092 6.242963
H: 3.176616 2.346423 8.357682
H: 4.668255 0.437533 9.020669
H: 4.710645 -1.660683 7.664763
H: 3.332342 -1.826666 5.625589

Forces on atoms 1 to 6 (eV/Å):
C -0.3 0.8 -1.1
C 0.7 -1.3 1.5
C -0.8 0.6 0.0
C -1.2 -0.7 0.2
C 1.9 1.9 -0.1
B 0.8 -0.8 -2.4

The value obtained for the HOMO energy is -7.4897 eV. As for the SMILES: CC1(C)OB([C@H](/C=C/c2ccccc2)c2ccccc2)OC1(C)C.Cc1ccc(-c2ccc(C(F)(F)F)cc2)o1. Its energy relative to the best compared isomer or geometry (same formula, charge and spin) is 0.0 kcal per mole. The calculated total energy comes out at -49745.1635 eV. As for the charge: 0.